ORCA calculation (wB97M-V/def2-TZVPD) on a molecular structure, CH4N3 at a distorted geometry.

The geometry in XYZ format:
```
8
Properties=species:S:1:pos:R:3
C 0.42 0.39 0.00
N -2.18 -0.29 0.02
N -0.78 0.90 -0.03
N 0.70 -0.85 0.04
H -1.20 1.83 0.27
H 1.33 0.99 -0.24
H 1.58 -1.22 -0.12
H 0.13 -1.76 0.05
```

Output
Kohn-Sham gap (alpha / beta), eV: 9.45 / 9.42
Energy above the lowest of the compared OMol25 structures with the same formula, charge and spin, kcal per mole: 145.60
Max |F|, eV/Å: 5.675
Total charge: +1
Highest occupied orbital energy (alpha / beta), hartree: -0.607 / -0.606
Electronic energy, Eh: -204.2737

=====

ORCA calculation (wB97M-V/def2-TZVPD) on a molecular structure, C12H30F2K2NO10S2 at a distorted geometry.

The geometry in XYZ format:
```
59
Properties=species:S:1:pos:R:3
K 8.18 -2.47 -12.82
K 4.79 -3.20 -13.93
N 7.29 -3.82 -15.02
S 7.76 -3.40 -16.57
O 6.63 -3.65 -17.45
O 9.12 -3.49 -17.10
F 7.62 -1.81 -16.43
S 8.06 -5.13 -15.07
O 9.43 -5.10 -14.56
O 7.68 -6.17 -16.04
F 7.38 -5.70 -13.72
C 3.79 -1.42 -16.62
O 3.87 -1.00 -15.21
C 2.57 -0.54 -14.73
C 1.62 -1.60 -14.23
O 2.28 -2.39 -13.26
C 1.43 -3.37 -12.70
H 4.76 -1.54 -17.09
H 3.24 -0.67 -17.18
H 3.13 -2.28 -16.67
H 2.14 0.07 -15.53
H 2.76 0.25 -14.00
H 1.40 -2.23 -15.09
H 0.73 -1.04 -13.94
H 0.91 -4.03 -13.39
H 0.69 -2.88 -12.07
H 1.97 -3.91 -11.92
C 6.08 -8.54 -9.67
O 6.81 -7.40 -10.14
C 6.53 -6.06 -9.60
C 7.24 -4.98 -10.50
O 8.65 -5.03 -10.44
C 9.28 -6.22 -10.74
H 6.42 -9.47 -10.13
H 5.00 -8.53 -9.79
H 6.30 -8.64 -8.61
H 6.93 -5.90 -8.60
H 5.45 -5.91 -9.64
H 6.96 -3.99 -10.12
H 6.93 -4.83 -11.53
H 8.77 -6.69 -11.58
H 9.19 -6.77 -9.80
H 10.31 -5.87 -10.82
C 5.36 -8.35 -21.96
O 5.32 -9.12 -20.70
C 3.95 -8.95 -20.21
C 3.72 -9.29 -18.74
O 4.32 -8.62 -17.66
C 5.69 -8.47 -17.73
H 5.24 -7.29 -21.76
H 4.53 -8.62 -22.61
H 6.28 -8.34 -22.54
H 3.31 -9.59 -20.82
H 3.57 -7.95 -20.42
H 4.07 -10.32 -18.72
H 2.67 -9.21 -18.46
H 6.25 -8.39 -16.80
H 5.90 -7.57 -18.30
H 6.06 -9.33 -18.29
```

Output
Kohn-Sham gap (alpha / beta), eV: 3.50 / 8.76
Energy above the lowest of the compared OMol25 structures with the same formula, charge and spin, kcal per mole: 0.00
Expectation value of S²: 0.75
Max |F|, eV/Å: 9.753
Total charge: 0
Highest occupied orbital energy (alpha / beta), hartree: -0.136 / -0.335
Electronic energy, Eh: -3478.0855
Multiplicity: 2

=====

ORCA calculation (wB97M-V/def2-TZVPD) on 11 unconnected molecules or ions with the total composition C27H73ClN2O21P2S2 at a distorted geometry.

The geometry in XYZ format:
```
128
Properties=species:S:1:pos:R:3
O 2.82 4.29 3.07
P 2.47 4.11 1.37
Cl 3.78 2.62 0.58
P 0.36 3.42 1.22
C -1.47 2.81 1.08
C -1.99 2.07 2.48
C -0.83 0.91 2.79
S -1.42 -0.44 3.96
C -0.31 -1.94 3.52
S 0.26 -3.06 4.66
N 0.03 -2.05 2.02
C 1.29 -1.63 1.30
C 0.87 -2.02 -0.24
N -0.55 -2.60 -0.20
C -1.12 -2.64 1.23
H 2.60 3.42 3.52
H 0.20 4.32 0.08
H 0.06 3.93 2.54
H 0.90 2.11 0.93
H -1.50 2.06 0.16
H -2.15 3.73 0.85
H -2.11 2.84 3.37
H -2.99 1.53 2.20
H 0.16 1.37 3.25
H -0.52 0.51 1.71
H 2.26 -1.15 1.75
H 1.58 -1.83 -1.17
H -2.17 -3.00 1.61
O -6.32 4.18 3.26
C -5.02 4.64 3.62
C -4.56 3.91 4.88
O -4.55 2.51 4.64
H -6.95 4.51 3.93
H -4.36 4.42 2.78
H -5.06 5.72 3.77
H -3.55 4.22 5.17
H -5.25 4.10 5.71
H -5.33 2.32 4.08
O 2.52 -1.24 -3.28
C 2.70 -0.22 -4.27
C 2.44 -0.82 -5.65
O 1.12 -1.36 -5.70
H 3.26 -1.87 -3.37
H 1.97 0.57 -4.05
H 3.71 0.18 -4.19
H 2.53 -0.07 -6.43
H 3.13 -1.64 -5.85
H 0.96 -1.76 -4.82
O -3.88 5.59 10.19
C -3.37 4.38 9.62
C -4.51 3.65 8.92
O -5.08 4.49 7.91
H -4.45 5.34 10.93
H -2.59 4.67 8.90
H -2.92 3.77 10.41
H -4.15 2.73 8.44
H -5.30 3.40 9.62
H -5.07 5.39 8.29
O -8.43 3.07 4.92
C -8.94 2.43 6.09
C -8.19 1.12 6.31
O -6.79 1.37 6.43
H -8.71 2.54 4.15
H -8.77 3.11 6.93
H -10.01 2.26 5.98
H -8.53 0.61 7.21
H -8.32 0.45 5.45
H -6.59 2.10 5.80
O 0.30 -4.72 -7.09
C 1.62 -5.26 -7.26
C 2.24 -5.50 -5.88
O 1.41 -6.39 -5.13
H 0.40 -3.82 -6.75
H 1.51 -6.21 -7.80
H 2.22 -4.57 -7.85
H 3.23 -5.94 -5.97
H 2.31 -4.57 -5.32
H 0.49 -6.15 -5.36
O 6.38 1.29 -1.56
C 7.68 1.76 -1.20
C 8.15 1.03 0.06
O 8.15 -0.38 -0.18
H 5.76 1.62 -0.89
H 8.35 1.54 -2.04
H 7.65 2.84 -1.04
H 9.15 1.34 0.35
H 7.46 1.22 0.89
H 7.38 -0.56 -0.74
O -1.23 6.15 1.62
C -2.12 7.23 1.34
C -2.16 7.47 -0.17
O -2.57 6.28 -0.83
H -0.33 6.47 1.44
H -3.11 6.94 1.71
H -1.79 8.12 1.88
H -2.85 8.27 -0.42
H -1.16 7.72 -0.54
H -2.16 5.54 -0.34
O -3.19 -1.28 -1.89
C -3.42 -1.00 -3.27
C -2.09 -0.99 -4.01
O -1.43 -2.24 -3.85
H -2.75 -0.50 -1.51
H -4.06 -1.80 -3.66
H -3.95 -0.05 -3.36
H -2.23 -0.80 -5.08
H -1.43 -0.21 -3.60
H -1.62 -2.52 -2.94
O 5.24 -6.57 -6.70
C 5.55 -7.44 -7.79
C 5.93 -8.81 -7.25
O 4.86 -9.34 -6.48
H 6.07 -6.39 -6.23
H 4.66 -7.51 -8.42
H 6.37 -6.99 -8.37
H 6.16 -9.51 -8.06
H 6.80 -8.74 -6.59
H 4.47 -8.58 -6.00
O 5.36 -6.69 -3.59
C 4.26 -6.12 -2.86
C 4.77 -4.99 -1.98
O 5.40 -4.00 -2.80
H 5.92 -7.15 -2.94
H 3.54 -5.75 -3.60
H 3.78 -6.91 -2.27
H 3.95 -4.51 -1.43
H 5.52 -5.35 -1.27
H 5.87 -4.49 -3.50
```

Output
Kohn-Sham gap, eV: 7.24
Max |F|, eV/Å: 8.386
Total charge: 0
Highest occupied orbital energy, hartree: -0.304
Structure (SMILES): OP(Cl)[PH3]CCCSC(=S)n1ccnc1.OCCO.OCCO.OCCO.OCCO.OCCO.OCCO.OCCO.OCCO.OCCO.OCCO
Electronic energy, Eh: -4700.8705

=====

ORCA calculation (wB97M-V/def2-TZVPD) on a molecular structure, C2H3Cl2O2S at a distorted geometry.

The geometry in XYZ format:
```
10
Properties=species:S:1:pos:R:3
C -1.24 -1.06 0.45
C -0.89 0.19 0.28
O 3.54 0.77 0.33
O 2.29 -1.07 -0.66
S 2.44 0.36 -0.52
Cl -2.40 2.27 -1.65
Cl 0.48 0.83 1.12
H -2.10 -1.45 -0.08
H -0.72 -1.75 1.10
H -1.40 0.92 -0.37
```

Output
Kohn-Sham gap (alpha / beta), eV: 7.53 / 3.51
Energy above the lowest of the compared OMol25 structures with the same formula, charge and spin, kcal per mole: 17.76
Expectation value of S²: 2.01
Max |F|, eV/Å: 2.881
Total charge: -1
Highest occupied orbital energy (alpha / beta), hartree: -0.154 / -0.164
Electronic energy, Eh: -1546.9762
Multiplicity: 3

=====

ORCA calculation (wB97M-V/def2-TZVPD) on a molecular structure, C26H27N4S3SbSc at a distorted geometry.

The geometry in XYZ format:
```
62
Properties=species:S:1:pos:R:3
Sc -10.96 -12.75 -2.95
N -13.02 -14.99 -4.50
C -12.97 -13.80 -5.25
C -13.94 -13.79 -6.28
C -14.02 -12.68 -7.07
C -13.17 -11.61 -6.83
C -12.28 -11.70 -5.76
N -12.17 -12.77 -4.93
C -11.90 -15.71 -4.00
C -11.95 -17.11 -3.99
C -10.83 -17.82 -3.72
C -9.63 -17.11 -3.39
C -9.66 -15.74 -3.33
N -10.82 -15.05 -3.62
H -13.78 -15.50 -4.88
H -14.45 -14.73 -6.53
H -14.70 -12.61 -7.90
H -13.21 -10.65 -7.38
H -11.67 -10.79 -5.67
H -12.85 -17.64 -4.27
H -10.81 -18.88 -3.79
H -8.69 -17.65 -3.25
H -8.84 -15.13 -3.07
S -11.28 -10.32 -2.71
C -10.33 -10.10 -4.12
C -10.72 -8.90 -4.89
C -10.28 -8.64 -6.14
C -9.38 -9.60 -6.73
C -8.95 -10.70 -6.02
C -9.37 -10.92 -4.66
S -8.78 -12.36 -3.78
H -11.40 -8.28 -4.38
H -10.54 -7.74 -6.68
H -8.99 -9.51 -7.74
H -8.27 -11.36 -6.49
C -14.68 -14.90 -1.33
Sb -13.69 -13.03 -1.61
C -13.90 -12.11 0.33
C -15.06 -11.74 -2.73
H -14.48 -15.27 -0.33
H -14.30 -15.62 -2.04
H -15.74 -14.74 -1.56
H -14.94 -12.32 0.66
H -13.73 -11.05 0.15
H -13.16 -12.53 1.02
H -15.04 -11.86 -3.86
H -14.84 -10.71 -2.53
H -16.12 -11.98 -2.51
S -9.25 -12.53 1.64
C -9.63 -12.21 0.03
N -10.21 -13.20 -0.64
C -10.30 -14.31 0.16
C -10.91 -15.54 -0.13
C -11.08 -16.46 0.90
C -10.64 -16.20 2.20
C -9.91 -15.06 2.48
C -9.79 -14.13 1.43
H -9.48 -11.27 -0.42
H -11.36 -15.72 -1.07
H -11.56 -17.40 0.70
H -11.02 -16.89 2.98
H -9.52 -14.87 3.46
```

Output
Kohn-Sham gap, eV: 7.06
Energy above the lowest of the compared OMol25 structures with the same formula, charge and spin, kcal per mole: 0.62
Max |F|, eV/Å: 3.271
Total charge: +1
Highest occupied orbital energy, hartree: -0.360
Electronic energy, Eh: -3421.4522

=====

ORCA calculation (wB97M-V/def2-TZVPD) on 7 unconnected molecules or ions with the total composition C19H47N5O7S2 at a distorted geometry.

The geometry in XYZ format:
```
80
Properties=species:S:1:pos:R:3
C -2.82 -4.84 -0.81
S -4.11 -3.58 -1.28
O -3.34 -2.74 -2.24
C -4.12 -2.85 0.33
H -3.22 -5.52 -0.03
H -1.90 -4.36 -0.52
H -2.66 -5.45 -1.71
H -4.56 -3.40 1.09
H -4.66 -1.87 0.22
H -3.10 -2.64 0.67
C -2.18 1.13 -5.39
S -2.00 1.90 -3.75
O -0.84 1.31 -3.06
C -1.51 3.52 -4.43
H -2.72 1.81 -6.06
H -2.84 0.29 -5.15
H -1.22 0.78 -5.67
H -2.37 3.85 -5.00
H -0.61 3.44 -5.01
H -1.16 4.19 -3.60
C -1.25 -0.74 1.52
O -0.67 -1.77 1.81
N -1.22 -0.24 0.36
C -0.55 -1.00 -0.68
C -2.11 0.82 0.01
H -1.86 -0.18 2.26
H -1.29 -1.42 -1.38
H 0.10 -1.73 -0.20
H 0.10 -0.33 -1.23
H -3.06 0.58 -0.49
H -2.30 1.40 0.86
H -1.51 1.41 -0.67
C -2.82 -4.87 2.76
O -3.64 -5.58 2.20
N -1.87 -5.36 3.60
C -0.60 -4.60 3.61
C -1.61 -6.80 3.78
H -2.71 -3.80 2.59
H -0.10 -4.70 4.62
H -0.66 -3.50 3.28
H 0.02 -5.06 2.87
H -2.48 -7.45 3.81
H -1.16 -7.27 2.87
H -0.95 -6.92 4.60
C 1.58 3.88 -2.09
O 1.86 3.98 -3.25
N 1.99 4.67 -1.05
C 1.62 4.29 0.30
C 3.01 5.71 -1.25
H 0.82 3.13 -1.71
H 0.93 3.55 0.31
H 1.23 5.16 0.85
H 2.50 3.98 0.88
H 2.57 6.66 -1.09
H 3.82 5.51 -0.55
H 3.37 5.70 -2.30
C 0.87 1.28 2.72
O -0.17 1.85 2.53
N 1.27 0.65 3.83
C 2.38 -0.29 3.72
C 0.51 0.65 5.04
H 1.63 1.25 1.89
H 3.14 0.04 4.33
H 2.80 -0.26 2.70
H 2.18 -1.28 3.91
H 1.24 0.79 5.82
H -0.19 1.52 4.95
H 0.00 -0.28 5.18
C 3.51 1.83 -0.76
O 4.31 2.16 0.10
N 3.72 1.85 -2.09
C 2.86 1.11 -3.05
C 4.83 2.61 -2.66
H 2.55 1.37 -0.49
H 2.07 0.68 -2.47
H 3.38 0.22 -3.45
H 2.55 1.71 -3.90
H 4.52 3.54 -3.19
H 5.41 2.93 -1.81
H 5.48 1.95 -3.26
```

Output
Kohn-Sham gap, eV: 9.41
Energy above the lowest of the compared OMol25 structures with the same formula, charge and spin, kcal per mole: 79.14
Max |F|, eV/Å: 3.726
Total charge: 0
Highest occupied orbital energy, hartree: -0.322
Electronic energy, Eh: -2348.8729

=====

ORCA calculation (wB97M-V/def2-TZVPD) on a molecular structure, C14H36BeN2O4 at a distorted geometry.

The geometry in XYZ format:
```
57
Properties=species:S:1:pos:R:3
Be -13.83 -3.36 15.31
C -20.40 -4.68 19.06
C -19.61 -3.92 17.95
C -19.88 -2.41 18.08
O -18.18 -4.14 17.89
H -21.42 -4.33 18.92
H -19.87 -4.43 19.98
H -20.25 -5.76 19.06
H -20.10 -4.39 17.10
H -19.24 -1.71 17.54
H -19.73 -2.15 19.13
H -20.91 -2.15 17.84
C -16.43 3.78 16.27
C -15.11 3.00 16.58
C -15.11 2.69 18.10
O -14.96 1.74 15.89
H -17.37 3.28 16.48
H -16.45 4.16 15.24
H -16.64 4.68 16.84
H -14.30 3.66 16.25
H -15.06 3.67 18.59
H -14.24 2.15 18.47
H -16.04 2.18 18.34
C -15.35 -7.71 11.21
C -14.65 -7.05 12.39
C -13.52 -7.92 13.16
O -13.03 -7.18 14.23
C -12.09 -7.99 14.98
N -14.21 -5.77 11.97
H -16.04 -8.46 11.60
H -14.70 -8.34 10.61
H -16.11 -7.07 10.75
H -15.43 -6.83 13.12
H -12.73 -8.02 12.41
H -14.02 -8.85 13.43
H -11.26 -7.40 15.37
H -11.57 -8.79 14.46
H -12.62 -8.47 15.79
H -14.97 -5.29 11.52
H -13.50 -5.89 11.25
C -7.56 -1.78 17.10
C -8.81 -1.71 16.23
C -8.74 -2.37 14.87
O -9.85 -2.22 13.97
C -9.97 -1.15 13.12
N -9.98 -2.01 17.12
H -7.77 -0.99 17.83
H -6.61 -1.61 16.60
H -7.50 -2.78 17.53
H -8.94 -0.64 16.06
H -8.47 -3.42 14.92
H -7.96 -1.81 14.36
H -10.88 -1.20 12.51
H -9.06 -0.91 12.59
H -10.13 -0.19 13.62
H -9.82 -2.81 17.72
H -10.05 -1.26 17.79
```

Output
Kohn-Sham gap, eV: 2.03
Max |F|, eV/Å: 3.715
Total charge: 0
Highest occupied orbital energy, hartree: -0.257
Electronic energy, Eh: -979.6910

=====

ORCA calculation (wB97M-V/def2-TZVPD) on a single ClH2PS molecule at a distorted geometry.

The geometry in XYZ format:
```
5
Properties=species:S:1:pos:R:3
P -0.07 -0.98 -0.14
S 2.17 -1.10 -0.05
Cl 2.86 0.78 0.12
H 0.07 -0.10 1.07
H 0.19 0.16 -1.13
```

Output
Kohn-Sham gap, eV: 8.83
Energy above the lowest of the compared OMol25 structures with the same formula, charge and spin, kcal per mole: 28.28
Max |F|, eV/Å: 3.802
Total charge: 0
Highest occupied orbital energy, hartree: -0.335
Structure (SMILES): PSCl
Electronic energy, Eh: -1200.8958

=====

ORCA calculation (wB97M-V/def2-TZVPD) on 7 unconnected molecules or ions with the total composition C23H35N3O19P at a distorted geometry.

The geometry in XYZ format:
```
81
Properties=species:S:1:pos:R:3
C 0.27 4.77 0.47
P -1.15 3.57 0.44
O -1.10 2.82 -1.08
C -2.77 4.49 0.40
N -3.01 5.77 0.11
C -4.39 5.93 0.22
C -4.93 4.74 0.55
N -3.88 3.81 0.68
C -4.01 2.41 1.06
N -4.49 1.56 -0.03
H 0.53 5.03 -0.57
H 1.11 4.26 0.97
H -0.04 5.70 0.97
H -1.72 3.32 -1.63
H -2.32 6.47 -0.15
H -4.88 6.88 0.02
H -5.98 4.48 0.70
H -4.72 2.33 1.91
H -3.06 2.00 1.45
H -4.01 0.67 -0.01
H -4.43 2.01 -0.94
C 1.69 -0.50 -1.02
C 1.17 0.64 -0.19
O 2.19 0.80 0.80
C 3.34 0.29 0.29
O 4.41 0.40 0.79
O 3.10 -0.38 -0.87
H 1.39 -0.42 -2.06
H 1.38 -1.47 -0.64
H 1.08 1.56 -0.76
H 0.21 0.41 0.27
C -6.89 -1.67 -2.27
C -8.13 -0.85 -2.53
O -7.66 0.49 -2.40
C -6.33 0.47 -2.64
O -5.66 1.45 -2.78
O -5.85 -0.79 -2.71
H -6.87 -2.60 -2.83
H -6.74 -1.88 -1.21
H -8.53 -1.00 -3.54
H -8.93 -1.06 -1.81
C 0.15 2.56 -4.34
C -0.11 1.98 -5.71
O 1.08 1.23 -5.96
C 1.63 0.92 -4.76
O 2.53 0.16 -4.61
O 1.02 1.59 -3.75
H -0.75 2.69 -3.76
H 0.68 3.52 -4.39
H -0.96 1.31 -5.72
H -0.25 2.75 -6.47
C 6.20 -3.02 0.79
C 6.79 -1.89 1.59
O 7.45 -2.57 2.67
C 7.72 -3.84 2.24
O 8.40 -4.61 2.83
O 7.11 -4.09 1.06
H 6.16 -2.80 -0.27
H 5.21 -3.30 1.14
H 7.53 -1.32 1.03
H 6.03 -1.21 1.97
C 0.66 -3.94 1.54
C -0.22 -5.07 1.05
O -1.44 -4.39 0.73
C -1.14 -3.09 0.49
O -1.90 -2.29 0.04
O 0.15 -2.81 0.84
H 1.71 -4.10 1.32
H 0.55 -3.77 2.62
H 0.18 -5.53 0.14
H -0.38 -5.83 1.80
C 3.87 -3.11 5.50
C 4.84 -2.70 4.41
O 3.96 -2.30 3.35
C 2.77 -1.95 3.90
O 1.89 -1.41 3.32
O 2.73 -2.29 5.21
H 4.25 -2.91 6.49
H 3.58 -4.16 5.43
H 5.45 -1.84 4.70
H 5.49 -3.51 4.10
```

Output
Kohn-Sham gap, eV: 8.63
Max |F|, eV/Å: 3.241
Total charge: +1
Highest occupied orbital energy, hartree: -0.445
Electronic energy, Eh: -2832.4417